No. 1
Here is 2 unconnected molecules or ions with the total composition C2H7N3O2 from the OMol25 dataset. Energies are from ωB97M-V with the def2-TZVPD basis set.

```
14
Properties=species:S:1:pos:R:3:mulliken_charge:R:1
C 0.348 -0.498 1.421 -1.077
C 0.538 0.191 0.087 0.579
N -0.339 -1.704 -1.029 -0.519
O 0.606 -0.613 -1.055 -0.179
O 1.207 1.247 -0.008 -0.671
H 0.239 -2.533 -1.146 0.241
H -0.860 -1.586 -1.895 0.270
H -0.479 -1.202 1.399 0.411
H 1.268 -1.038 1.659 0.341
H 0.183 0.258 2.185 0.300
N -1.472 1.772 -0.439 -0.222
N -0.708 2.642 -0.649 -0.241
H 0.369 2.277 -0.434 0.417
H -0.898 0.786 -0.094 0.351
```

Output
- Calculated total energy: -10748.96802 eV
- Energy above the lowest of the compared OMol25 structures with the same formula, charge and spin: 117.79 kcal/mol
- SMILES string: [H]/N=N\[H].CC(=O)ON
- Total charge: 0
- Kohn-Sham gap: 9.75 eV
- LUMO level: 0.0210 Ha



No. 2
Here is 6 unconnected molecules or ions with the total composition H12O6 in a non-equilibrium geometry from the OMol25 dataset. Energies are from ωB97M-V with the def2-TZVPD basis set.

```
18
Properties=species:S:1:pos:R:3:mulliken_charge:R:1
O 2.454 -1.446 1.894 -0.674
H 3.369 -1.243 2.253 0.322
H 2.456 -1.840 0.906 0.332
O 0.695 -2.022 -1.126 -0.642
H -0.163 -2.591 -0.943 0.334
H 0.700 -1.533 -1.998 0.319
O -2.276 1.276 -1.502 -0.595
H -1.343 1.581 -1.329 0.307
H -1.996 0.395 -1.484 0.291
O 0.817 2.205 -1.515 -0.614
H 0.727 3.067 -1.906 0.282
H 1.534 1.693 -1.788 0.283
O 0.076 0.585 0.852 -0.535
H 0.402 0.937 -0.045 0.280
H 0.645 -0.105 1.110 0.327
O -2.797 -0.267 2.518 -0.634
H -3.217 -0.883 1.888 0.303
H -2.080 0.186 2.220 0.315
```

Output
- Calculated total energy: -12478.55832 eV
- Energy above the lowest of the compared OMol25 structures with the same formula, charge and spin: 58.93 kcal/mol
- SMILES string: O.O.O.O.O.O
- Total charge: 0
- Kohn-Sham gap: 10.63 eV
- LUMO level: -0.0055 Ha



No. 3
Here is a molecular structure, C20H32IrN5O5S3 in a non-equilibrium geometry from the OMol25 dataset. Energies are from ωB97M-V with the def2-TZVPD basis set.

```
66
Properties=species:S:1:pos:R:3:lowdin_spin:R:1
Ir 1.759 0.395 -0.108 0.092
C 3.332 -3.570 0.696 0.005
C 2.598 -2.306 1.010 0.045
O 2.125 -1.661 0.055 0.064
C 2.464 -1.925 2.374 0.144
C 1.875 -0.782 2.799 -0.014
C 1.723 -0.515 4.264 -0.012
N 1.406 0.173 1.923 0.273
N 0.804 1.173 2.552 0.160
C 0.716 2.239 1.775 0.081
O 1.365 2.282 0.684 0.077
C -0.140 3.363 2.174 0.003
C -0.318 4.426 1.288 0.013
C -1.190 5.452 1.609 0.000
C -1.871 5.426 2.820 0.019
C -1.689 4.372 3.707 -0.002
C -0.827 3.338 3.389 0.018
H 3.171 -3.848 -0.342 0.000
H 3.012 -4.379 1.354 0.001
H 4.399 -3.398 0.869 0.002
H 2.869 -2.597 3.116 0.007
H 2.150 -1.331 4.840 0.000
H 0.670 -0.400 4.519 -0.003
H 2.214 0.422 4.528 -0.003
H 0.228 4.433 0.354 0.001
H -1.342 6.271 0.919 0.000
H -2.545 6.234 3.074 0.001
H -2.224 4.360 4.648 -0.001
H -0.688 2.504 4.063 0.000
C -3.063 1.261 -0.841 0.000
C -2.255 0.695 -2.007 0.000
C -3.018 -0.455 -2.651 0.000
C -1.973 1.784 -3.048 0.000
N -1.005 0.097 -1.485 0.000
N -0.179 1.020 -0.798 0.009
H -4.064 1.524 -1.182 0.000
H -2.622 2.170 -0.422 0.000
H -3.159 0.515 -0.049 0.000
H -3.977 -0.102 -3.027 0.000
H -3.203 -1.243 -1.921 0.000
H -2.460 -0.873 -3.493 0.000
H -2.895 2.086 -3.545 0.000
H -1.286 1.416 -3.813 0.000
H -1.540 2.679 -2.594 0.000
H -0.443 -0.315 -2.225 0.000
H -0.719 1.501 -0.087 0.001
H 0.243 1.719 -1.415 0.000
C 4.288 -0.910 -2.706 0.000
S 3.339 0.517 -2.348 0.001
O 3.565 1.507 -3.339 0.001
O 3.707 0.924 -0.948 0.014
O 1.892 0.089 -2.197 -0.003
H 5.333 -0.609 -2.693 0.000
H 3.996 -1.263 -3.694 0.000
H 4.075 -1.660 -1.946 0.000
S 1.136 -3.242 -2.140 0.003
C -0.269 -3.680 -1.412 0.000
N -1.506 -3.559 -1.911 0.000
C -2.636 -3.834 -1.038 0.000
C -2.113 -4.764 0.056 0.000
S -0.336 -4.396 0.187 0.000
H -1.630 -3.137 -2.817 0.000
H -3.434 -4.314 -1.603 0.000
H -3.022 -2.906 -0.608 0.000
H -2.229 -5.812 -0.210 0.000
H -2.584 -4.578 1.017 0.000
```

Output
- Calculated total energy: -74284.11642 eV
- Multiplicity: 2
- Energy above the lowest of the compared OMol25 structures with the same formula, charge and spin: 78.80 kcal/mol
- Total charge: +1
- Kohn-Sham gap (spin up / spin down): 7.19 / 5.75 eV
- LUMO level (spin up / spin down): -0.1317 / -0.1858 Ha



No. 4
Here is 11 unconnected molecules or ions with the total composition C41H92O15 in a non-equilibrium geometry from the OMol25 dataset. Energies are from ωB97M-V with the def2-TZVPD basis set.

```
148
Properties=species:S:1:pos:R:3:mulliken_charge:R:1
C 3.529 -3.715 -2.590 0.266
C 3.481 -5.221 -2.750 -0.950
C 2.203 -5.640 -2.025 -0.524
O 1.638 -4.454 -1.494 -0.415
C 2.681 -3.468 -1.359 0.379
H 3.097 -3.187 -3.439 -0.286
H 4.573 -3.406 -2.504 0.518
H 4.418 -5.670 -2.418 0.333
H 3.411 -5.541 -3.795 0.324
H 2.482 -6.363 -1.248 0.211
H 1.498 -6.128 -2.696 0.425
H 3.152 -3.712 -0.402 0.018
H 2.273 -2.465 -1.255 -0.499
C 4.988 -2.125 3.117 -0.609
C 4.946 -0.666 2.689 -0.406
C 3.712 -0.591 1.799 0.824
O 3.613 -1.908 1.230 0.128
C 4.407 -2.871 1.897 -0.573
H 4.329 -2.279 3.973 -0.011
H 5.964 -2.557 3.334 0.473
H 5.852 -0.304 2.204 0.397
H 4.775 -0.038 3.567 0.183
H 3.739 0.083 0.943 -0.259
H 2.796 -0.397 2.365 -0.616
H 5.222 -3.219 1.260 0.311
H 3.797 -3.695 2.272 0.339
C 2.244 1.295 5.767 -0.109
C 1.353 0.134 5.386 1.000
C 2.224 -1.102 5.706 0.362
O 3.394 -0.614 6.337 -0.500
C 3.151 0.698 6.840 -0.734
H 1.690 2.164 6.128 0.465
H 2.969 1.631 5.021 -0.233
H 1.070 0.136 4.333 -1.053
H 0.445 0.096 5.990 0.328
H 2.522 -1.640 4.802 -0.618
H 1.710 -1.816 6.358 0.406
H 4.068 1.241 7.043 0.408
H 2.588 0.573 7.779 0.316
C -1.271 -3.055 1.403 0.592
C -0.106 -3.963 1.719 -0.798
C 0.665 -3.092 2.700 0.378
O -0.325 -2.430 3.482 -0.499
C -1.585 -2.504 2.812 -0.272
H -2.103 -3.605 0.965 0.647
H -0.947 -2.242 0.750 -0.719
H 0.574 -4.176 0.888 0.015
H -0.369 -4.916 2.179 0.348
H 1.297 -2.366 2.175 -0.465
H 1.317 -3.707 3.329 0.523
H -2.058 -1.525 2.733 -0.214
H -2.259 -3.194 3.325 0.401
C 1.449 3.900 1.754 0.754
C 2.607 4.150 0.789 -0.821
C 3.681 3.181 1.342 -0.382
O 3.129 2.454 2.433 -0.216
C 2.069 3.253 2.970 -0.585
H 0.660 3.288 1.309 -0.783
H 0.909 4.825 1.987 0.666
H 2.960 5.178 0.860 0.365
H 2.331 3.968 -0.248 0.162
H 4.521 3.779 1.706 0.490
H 4.033 2.495 0.573 0.080
H 2.449 3.985 3.689 0.314
H 1.322 2.663 3.500 0.008
C -1.401 -3.388 -2.628 -0.397
C -0.970 -3.656 -4.049 -0.795
C -0.008 -2.482 -4.257 0.355
O -0.714 -1.376 -3.688 -0.429
C -1.304 -1.844 -2.464 0.895
H -0.743 -3.898 -1.922 -0.040
H -2.405 -3.747 -2.389 0.552
H -1.813 -3.536 -4.733 0.321
H -0.527 -4.638 -4.208 0.364
H 0.129 -2.242 -5.311 0.352
H 0.935 -2.634 -3.726 -0.586
H -2.311 -1.456 -2.332 -0.281
H -0.658 -1.622 -1.614 -0.425
C 0.666 0.363 0.702 1.811
O -0.645 0.680 0.260 1.051
H 1.407 1.156 0.566 -0.535
H 0.654 0.045 1.750 -0.636
H 0.991 -0.474 0.076 -0.839
H -1.016 1.290 0.914 -0.658
C -5.906 2.558 -2.499 -0.829
O -5.225 3.070 -3.603 -0.337
C -4.683 2.120 -4.474 -0.744
C -3.445 1.439 -3.885 0.063
O -2.603 2.454 -3.375 -0.374
C -1.329 1.941 -3.044 -0.457
H -6.830 2.006 -2.720 0.459
H -6.207 3.405 -1.885 0.343
H -5.339 1.879 -1.851 0.227
H -4.350 2.587 -5.401 0.362
H -5.447 1.391 -4.765 0.343
H -2.912 0.864 -4.648 0.353
H -3.707 0.757 -3.064 -0.098
H -0.846 1.316 -3.802 0.353
H -1.457 1.356 -2.127 0.095
H -0.618 2.742 -2.836 0.275
C -3.402 4.736 -0.884 -0.652
O -3.542 4.032 0.333 -0.227
C -2.444 4.256 1.174 -0.373
C -2.527 3.536 2.498 -1.010
O -2.092 2.205 2.306 0.352
C -1.995 1.393 3.444 -0.674
H -2.451 4.452 -1.348 0.224
H -3.394 5.825 -0.742 0.348
H -4.215 4.483 -1.557 0.115
H -2.314 5.334 1.339 0.443
H -1.525 3.892 0.690 0.082
H -3.513 3.547 2.973 0.320
H -1.846 4.041 3.195 0.507
H -1.546 1.963 4.271 0.429
H -1.339 0.536 3.297 -0.280
H -2.967 1.045 3.807 0.337
C -7.638 0.611 -0.178 -0.579
O -7.206 1.811 0.418 -0.367
C -6.251 1.612 1.462 -0.953
C -4.891 1.091 1.001 1.073
O -4.949 -0.201 0.456 -0.579
C -3.658 -0.614 0.033 1.032
H -7.830 -0.236 0.494 0.279
H -6.921 0.285 -0.931 0.166
H -8.628 0.790 -0.609 0.263
H -6.693 1.015 2.263 0.415
H -6.035 2.619 1.824 0.255
H -4.239 1.164 1.885 -0.449
H -4.467 1.813 0.293 0.006
H -3.703 -1.687 -0.171 0.309
H -2.934 -0.477 0.838 -0.340
H -3.396 -0.139 -0.916 -0.727
C 3.449 0.602 -6.718 -0.692
O 4.191 -0.156 -5.796 -0.436
C 3.435 -0.903 -4.869 -0.623
C 2.736 -0.054 -3.830 0.991
O 3.676 0.658 -3.058 -0.553
C 3.077 1.710 -2.348 -0.660
H 4.142 1.325 -7.150 0.289
H 2.679 1.224 -6.249 0.281
H 3.024 -0.025 -7.505 0.290
H 4.146 -1.571 -4.391 0.180
H 2.689 -1.523 -5.379 0.414
H 2.162 -0.694 -3.144 -0.339
H 1.991 0.583 -4.324 0.093
H 2.509 2.396 -2.987 0.421
H 3.883 2.313 -1.926 0.262
H 2.442 1.348 -1.536 0.215
```

Output
- Calculated total energy: -74713.74544 eV
- SMILES string: C1CCOC1.C1CCOC1.C1CCOC1.C1CCOC1.C1CCOC1.C1CCOC1.COCCOC.COCCOC.COCCOC.COCCOC.CO
- Total charge: 0
- Kohn-Sham gap: 9.86 eV
- LUMO level: 0.0217 Ha



No. 5
Here is CN2O3 in the gas phase in a non-equilibrium geometry from the OMol25 dataset. Energies are from ωB97M-V with the def2-TZVPD basis set.

```
6
Properties=species:S:1:pos:R:3:mulliken_charge:R:1
C 0.853 -0.067 0.944 0.541
N 1.322 -0.817 1.698 -0.428
N -0.821 0.190 -0.932 1.166
O -0.928 -0.969 -0.850 -0.406
O -1.257 1.119 -1.378 -0.390
O 0.431 0.682 0.077 -0.482
```

Output
- Calculated total energy: -10153.86369 eV
- Energy above the lowest of the compared OMol25 structures with the same formula, charge and spin: 109.79 kcal/mol
- SMILES string: N#CO[N+](=O)[O-]
- Total charge: 0
- Kohn-Sham gap: 9.64 eV
- LUMO level: -0.0461 Ha